Entry from the Open Molecules 2025 dataset: a structure of composition C48H56MnN4O2PS3 (wB97M-V/def2-TZVPD).

```
115
Properties=species:S:1:pos:R:3:mulliken_spin:R:1
Mn -0.0572 0.0317 -0.3854 4.539
N 0.5373 0.7244 1.9127 0.059
C 1.7874 0.2527 2.3871 -0.014
C 1.9401 -0.2510 3.6743 0.011
C 3.1679 -0.7475 4.0848 0.002
C 4.2529 -0.7423 3.2169 0.002
C 4.1012 -0.2475 1.9299 0.004
C 2.8726 0.2462 1.4991 -0.049
P 2.5008 0.7835 -0.1976 0.202
C 2.5540 2.6025 -0.1124 -0.054
C 2.3401 3.2929 -1.3050 0.010
C 2.2641 4.6746 -1.3122 0.001
C 2.3887 5.3835 -0.1228 0.002
C 2.6007 4.7042 1.0663 0.000
C 2.6863 3.3161 1.0740 -0.005
C 3.9472 0.3520 -1.2038 -0.013
C 3.8200 -0.6945 -2.1141 0.023
C 4.8928 -1.0606 -2.9160 0.000
C 6.0939 -0.3756 -2.8159 0.000
C 6.2247 0.6797 -1.9195 0.000
C 5.1549 1.0464 -1.1195 -0.001
H -0.2374 0.5281 2.5331 0.006
H 0.5227 1.7042 1.6390 -0.021
H 1.0970 -0.2417 4.3556 0.000
H 3.2796 -1.1310 5.0907 0.000
H 5.2120 -1.1229 3.5415 0.000
H 4.9396 -0.2628 1.2445 0.001
H 2.2147 2.7391 -2.2294 -0.002
H 2.0911 5.1999 -2.2432 0.000
H 2.3134 6.4629 -0.1250 0.000
H 2.7041 5.2526 1.9936 0.000
H 2.8701 2.7959 2.0075 0.000
H 2.8724 -1.2160 -2.2005 -0.001
H 4.7857 -1.8707 -3.6259 0.000
H 6.9295 -0.6553 -3.4443 0.000
H 7.1599 1.2196 -1.8505 0.000
H 5.2508 1.8804 -0.4338 0.000
C 1.6852 -0.0790 -5.0175 -0.002
C 0.3824 0.6315 -5.3571 0.009
N 0.1032 1.7807 -4.4903 0.006
C 0.3407 3.0943 -5.0990 0.000
C 1.8173 3.4059 -5.2926 0.001
C -0.3935 1.6453 -3.2486 0.014
S -0.8358 0.0479 -2.7307 0.051
N -0.5603 2.7939 -2.5736 0.000
C -0.7245 2.9397 -1.2714 -0.047
O -0.6144 2.0728 -0.3608 -0.005
C -1.0159 4.3396 -0.8184 0.014
C -1.1540 5.3830 -1.7297 0.000
C -1.4020 6.6723 -1.2853 0.000
C -1.5129 6.9311 0.0749 0.000
C -1.3816 5.8944 0.9890 0.000
C -1.1355 4.6049 0.5427 0.002
H 1.8543 -0.8974 -5.7189 -0.001
H 1.6325 -0.4948 -4.0128 -0.001
H 2.5369 0.6001 -5.0711 0.000
H -0.4516 -0.0664 -5.3007 -0.004
H 0.4217 1.0187 -6.3753 0.001
H -0.1248 3.8410 -4.4676 -0.001
H -0.1694 3.0974 -6.0655 0.000
H 2.3523 3.3687 -4.3429 0.000
H 1.9281 4.4088 -5.7067 0.000
H 2.2955 2.7090 -5.9817 0.000
H -1.0613 5.1710 -2.7854 0.000
H -1.5074 7.4784 -1.9998 0.000
H -1.7045 7.9385 0.4212 0.000
H -1.4707 6.0922 2.0494 0.000
H -1.0324 3.7900 1.2466 0.002
N -2.0229 -0.4958 0.6217 0.073
S -3.1616 0.6147 0.7648 0.026
C -3.9124 0.9548 -0.8195 0.002
C -3.9100 2.2671 -1.2586 -0.002
C -4.4072 2.5569 -2.5236 0.001
C -4.8960 1.5364 -3.3227 0.001
C -4.8998 0.2210 -2.8655 0.001
C -4.4070 -0.0749 -1.6087 0.000
C -4.5560 -0.1734 1.5773 0.006
C -4.3408 -1.3365 2.2970 0.001
C -5.4047 -1.9249 2.9700 0.000
C -6.6617 -1.3428 2.9283 0.000
C -6.8622 -0.1673 2.2137 0.001
C -5.8098 0.4246 1.5354 0.000
H -2.4069 -1.3350 0.1846 0.011
H -3.5125 3.0530 -0.6279 -0.001
H -4.4019 3.5785 -2.8801 0.000
H -5.2790 1.7612 -4.3095 0.000
H -5.2854 -0.5705 -3.4941 0.000
H -4.4040 -1.0968 -1.2465 -0.001
H -3.3501 -1.7703 2.3281 0.001
H -5.2459 -2.8375 3.5300 0.000
H -7.4887 -1.8019 3.4533 0.000
H -7.8431 0.2875 2.1812 0.000
H -5.9673 1.3327 0.9667 0.000
C -1.9278 -4.4078 2.9985 0.000
C -0.7927 -5.0742 2.2271 0.000
C -0.4114 -4.3266 0.9513 0.002
S 0.3866 -2.7503 1.3195 0.034
O 0.4366 -2.0269 -0.0186 0.091
C 2.0791 -3.3177 1.6659 0.001
C 3.0112 -3.2589 0.4651 0.011
C 2.7176 -4.2600 -0.6436 0.002
H -2.1675 -4.9698 3.9003 0.000
H -2.8308 -4.3538 2.3865 0.000
H -1.6616 -3.3931 3.3006 0.000
H -1.0801 -6.0875 1.9426 0.000
H 0.0835 -5.1852 2.8725 0.000
H -1.2961 -4.0388 0.3790 0.000
H 0.2480 -4.9026 0.3041 0.000
H 1.9815 -4.3250 2.0778 -0.001
H 2.4409 -2.6616 2.4585 0.000
H 4.0241 -3.4026 0.8487 0.000
H 2.9815 -2.2477 0.0611 0.000
H 2.6476 -5.2798 -0.2576 0.000
H 3.5169 -4.2455 -1.3850 0.000
H 1.7881 -4.0168 -1.1600 -0.001
```

Calculated values
* largest force on an atom: 0.01024 Eh/bohr
* lowest unoccupied orbital energy (alpha / beta): -1.691 / -1.802 eV
* HOMO-LUMO gap (alpha / beta): 8.15 / 8.49 eV
* multiplicity: 6
* energy above the lowest of the compared OMol25 structures with the same formula, charge and spin: 0.0 kcal/mol
* total charge: +1
* E: -4919.03426 Ha